No. 1
Below is a cluster of 11 separate species, C20H60O24S in total at a distorted geometry, with properties calculated with wB97M-V/def2-TZVPD.

The calculation puts the LUMO energy at 4.1 eV. As for the net charge: -2. The HOMO-LUMO gap is 8.206 eV.

CARTESIAN COORDINATES (ANGSTROEM)
1 S 27.5571 37.4321 21.7587
2 O 26.9152 36.3256 22.4305
3 O 27.7601 38.5056 22.6893
4 O 28.8435 36.9803 21.2707
5 O 26.7998 37.8785 20.6428
6 C 30.5825 40.0357 24.0952
7 C 31.4750 41.2264 24.2225
8 O 31.9717 41.3722 25.5501
9 O 29.9748 39.9980 22.8167
10 H 29.7558 39.9085 24.7684
11 H 31.0115 39.0474 24.3008
12 H 30.8322 42.1863 23.9754
13 H 32.4965 41.2520 23.6590
14 H 32.4609 42.1824 25.4784
15 H 29.2313 39.4400 22.9419
16 C 28.0229 37.7582 26.3022
17 C 27.7388 37.8238 27.7993
18 O 28.8789 37.1948 28.5452
19 O 27.0213 38.3727 25.5792
20 H 28.1175 36.6906 26.0742
21 H 29.0013 38.1470 26.0397
22 H 26.6978 37.2910 27.9933
23 H 27.5681 38.7753 28.1945
24 H 29.6299 37.6834 28.1502
25 H 27.2281 38.3790 24.5772
26 C 24.1273 36.6325 19.2417
27 C 23.5334 38.0518 19.2323
28 O 22.2035 37.9288 19.6533
29 O 25.4926 36.6890 18.7771
30 H 23.4639 36.0811 18.5978
31 H 24.0100 36.3232 20.4467
32 H 23.5875 38.5680 18.2202
33 H 24.1194 38.6056 19.8883
34 H 21.6938 38.8195 19.6741
35 H 25.8750 37.0895 19.5772
36 C 31.2157 35.8532 23.0789
37 C 30.9500 36.0798 24.5122
38 O 30.3965 35.0033 25.1244
39 O 31.2050 37.1131 22.2475
40 H 30.7001 34.9610 22.4216
41 H 32.2747 35.6471 22.8232
42 H 30.2270 36.9509 24.5615
43 H 31.8705 36.2880 25.1352
44 H 29.3490 34.8801 24.7038
45 H 30.2681 37.0037 21.8091
46 C 23.6531 36.8401 23.4679
47 C 23.0596 37.4872 24.7025
48 O 22.0683 38.5165 24.3867
49 O 24.5474 35.8894 23.7933
50 H 24.0958 37.6188 22.8810
51 H 22.8855 36.2968 23.0350
52 H 23.9624 37.8551 25.3951
53 H 22.5640 36.6624 25.4991
54 H 21.8764 39.2259 24.9391
55 H 25.3589 36.0609 23.3941
56 C 28.6551 40.2779 19.1369
57 C 28.6541 41.5210 19.9914
58 O 29.9599 41.7268 20.6138
59 O 27.3686 39.8633 18.8263
60 H 29.1471 39.2700 19.5511
61 H 29.2526 40.4514 18.3802
62 H 27.8116 41.3920 20.7179
63 H 28.2227 42.1981 19.3606
64 H 29.9418 41.0168 21.4286
65 H 27.2039 39.2334 19.4592
66 C 26.7250 34.0811 19.9674
67 C 27.4772 32.7468 20.0522
68 O 28.3621 32.6500 18.9725
69 O 25.9172 34.1559 21.1416
70 H 26.2415 34.2380 19.0352
71 H 27.4941 34.8748 20.1021
72 H 26.8567 31.7087 19.9115
73 H 28.0379 32.5606 20.8613
74 H 29.0849 33.2198 19.0432
75 H 25.9756 34.9244 21.7630
76 C 28.8278 35.5396 17.2735
77 C 29.3090 36.3741 18.2836
78 O 29.6129 35.6307 19.3756
79 O 28.4179 36.2256 16.1185
80 H 28.0160 35.0779 17.5741
81 H 29.5361 34.6215 16.8299
82 H 28.6225 37.3038 18.6796
83 H 30.2536 36.9172 18.1180
84 H 29.4082 36.2292 20.1943
85 H 27.4851 36.2869 15.9274
86 C 27.6031 33.1651 23.9775
87 C 26.5596 32.6780 24.8605
88 O 26.7445 31.3113 25.1473
89 O 27.8111 34.6330 24.2408
90 H 27.3626 32.8542 22.8864
91 H 28.6277 32.7315 24.2390
92 H 25.6617 32.5539 24.3910
93 H 26.5181 33.1300 25.6857
94 H 27.0699 31.3242 26.0392
95 H 27.3649 34.9223 23.4797
96 C 23.8019 40.9698 22.5216
97 C 25.0946 40.3865 22.0210
98 O 26.3100 40.8517 22.6616
99 O 22.7531 40.4847 21.8454
100 H 23.8443 41.9609 22.4561
101 H 23.8283 40.8294 23.7662
102 H 25.1355 40.6020 20.9511
103 H 24.9190 39.3999 22.3802
104 H 26.9892 40.3112 22.4512
105 H 22.4262 39.8122 22.2269

Forces on atoms 1 to 3 (eV/Å):
S 0.828 -0.821 0.334
O -1.536 -1.475 1.060
O 0.249 2.077 2.263

No. 2
Below is a cluster of 9 separate species, C20H61ClN5O12 in total at a distorted geometry, with properties calculated with wB97M-V/def2-TZVPD.

The calculation puts the LUMO energy at 2.0 eV. As for the net charge: -1. The HOMO-LUMO gap is 8.210 eV.

CARTESIAN COORDINATES (ANGSTROEM)
1 Cl 1.7002 -0.1929 -2.1096
2 O 0.4577 0.0985 -2.8638
3 O 1.3818 0.0307 -0.7152
4 O 2.0860 -1.5527 -2.2820
5 O 2.7358 0.6868 -2.5794
6 O 6.9073 -1.9614 -3.5017
7 H 6.0405 -1.6090 -3.3001
8 H 6.7501 -2.6044 -4.1931
9 O 4.9498 -3.0279 1.8291
10 H 4.3618 -2.3652 1.4665
11 H 5.8257 -2.6579 1.7184
12 O 3.7421 6.5727 -3.3475
13 H 3.5771 5.6471 -3.5271
14 H 4.2991 6.5706 -2.5691
15 C -1.2225 -5.9710 0.3966
16 C -0.7293 -5.5063 1.7876
17 C -1.6272 -4.3359 2.1935
18 O -1.4463 -3.8635 3.5000
19 C -0.2242 -3.1511 3.6916
20 N -0.8610 -6.5932 2.7631
21 H -1.1003 -5.2619 -0.4222
22 H -2.2809 -6.2257 0.4522
23 H -0.6640 -6.8413 0.0520
24 H 0.2961 -5.1414 1.7271
25 H -2.6717 -4.6152 2.0549
26 H -1.5862 -3.5164 1.4761
27 H -0.2942 -2.6653 4.6649
28 H -0.2028 -2.2402 3.0934
29 H 0.6881 -3.7289 3.5430
30 H -0.2238 -6.3807 3.5173
31 H -0.4181 -7.3252 2.2263
32 C -0.7688 6.0777 1.8100
33 C -0.9248 4.5265 1.6673
34 C -1.9529 3.8309 2.6270
35 O -1.3548 3.7163 3.9120
36 C -2.2951 3.3796 4.9106
37 N -1.3251 4.3290 0.2942
38 H -1.6729 6.6795 1.9016
39 H -0.1334 6.5201 1.0428
40 H -0.1817 6.2703 2.7080
41 H 0.0613 4.0631 1.6366
42 H -2.2927 2.8705 2.2394
43 H -2.8492 4.4474 2.6953
44 H -2.4336 2.2985 4.9266
45 H -3.2304 3.9249 4.7843
46 H -1.8810 3.6899 5.8699
47 H -0.5312 4.3938 -0.3267
48 H -1.5172 3.3378 0.3203
49 C 5.1372 2.2455 6.8912
50 C 3.6078 2.3531 6.7904
51 C 3.0177 3.2344 7.8870
52 O 3.2784 2.8650 9.2691
53 C 2.5557 3.6693 10.2589
54 N 3.2337 2.8351 5.4830
55 H 5.5581 1.5444 6.1705
56 H 5.3288 1.7669 7.8516
57 H 5.7279 3.1559 6.7895
58 H 3.2606 1.3262 6.9048
59 H 1.9457 3.4055 7.7889
60 H 3.3516 4.2601 7.7298
61 H 1.6011 3.9306 9.8022
62 H 3.0117 4.6491 10.4013
63 H 2.4174 3.0996 11.1779
64 H 2.2433 3.0210 5.4141
65 H 3.4569 2.2440 4.6950
66 C 0.1823 -4.1672 -6.9711
67 C 1.6931 -4.0937 -7.4881
68 C 2.0890 -2.6695 -7.8862
69 O 1.3810 -2.2921 -9.0422
70 C 1.6950 -0.9747 -9.4531
71 N 2.5127 -4.6371 -6.4165
72 H -0.4782 -3.9227 -7.8030
73 H 0.0581 -3.4050 -6.2019
74 H -0.1202 -5.1153 -6.5264
75 H 1.9013 -4.8374 -8.2573
76 H 3.1545 -2.5188 -8.0595
77 H 1.8397 -1.9860 -7.0746
78 H 2.6759 -1.0623 -9.9203
79 H 1.6965 -0.1950 -8.6914
80 H 1.0648 -0.6584 -10.2844
81 H 2.3554 -4.0985 -5.5767
82 H 3.4718 -4.3985 -6.6243
83 C -5.4484 -0.2909 -5.3196
84 C -5.8994 0.6592 -4.1127
85 C -6.0010 0.0682 -2.6938
86 O -6.7294 0.9432 -1.7803
87 C -6.8672 0.3010 -0.5589
88 N -5.1199 1.8683 -4.1621
89 H -5.1461 0.1319 -6.2777
90 H -6.3363 -0.8516 -5.6120
91 H -4.6102 -0.9376 -5.0604
92 H -6.8611 1.0578 -4.4359
93 H -5.0406 0.0226 -2.1804
94 H -6.4382 -0.9301 -2.7147
95 H -5.8889 0.2984 -0.0783
96 H -7.3320 -0.6847 -0.5379
97 H -7.4378 1.0158 0.0341
98 H -4.2142 1.6019 -3.8032
99 H -5.4990 2.5263 -3.4962

Forces on atoms 1 to 3 (eV/Å):
Cl -2.871 1.227 -0.341
O 1.341 -0.510 0.327
O 0.648 0.194 0.201

No. 3
Below is a structure of composition C20H64AsF6N5O8 at a distorted geometry, with properties calculated with wB97M-V/def2-TZVPD.

The calculation puts the LUMO energy at -1.0 eV. The HOMO-LUMO gap is 5.727 eV.

CARTESIAN COORDINATES (ANGSTROEM)
1 N 23.9923 -16.9942 -4.0855
2 H 24.3006 -17.2240 -5.0194
3 H 23.1384 -16.4815 -4.2530
4 H 24.5895 -16.5461 -3.4053
5 H 23.7002 -17.8531 -3.6417
6 As 23.9785 -17.3201 -7.0031
7 F 24.7892 -18.3587 -5.8542
8 F 23.4964 -18.7008 -8.0048
9 F 23.1095 -16.1615 -8.0822
10 F 24.4010 -15.8896 -5.9792
11 F 25.4870 -17.1454 -7.9200
12 F 22.3354 -17.5830 -6.1143
13 C 21.1132 -18.3706 -8.2062
14 O 19.7281 -18.2134 -8.3852
15 H 21.7262 -18.4964 -9.0986
16 H 21.4163 -17.5201 -7.5956
17 H 21.2525 -19.1670 -7.4753
18 H 19.4615 -18.4955 -7.5072
19 C 27.5363 -18.5913 -5.8897
20 O 26.7138 -17.6033 -5.3581
21 H 28.5674 -18.4994 -5.5483
22 H 27.2346 -19.6043 -5.6234
23 H 27.5472 -18.4488 -6.9702
24 H 25.8042 -17.8804 -5.4903
25 C 24.3813 -18.2325 -10.4937
26 O 24.4583 -16.9126 -11.0397
27 H 24.0106 -18.2424 -9.4687
28 H 23.6532 -18.8247 -11.0480
29 H 25.3542 -18.7227 -10.5306
30 H 25.1174 -16.3762 -10.5930
31 C 24.2003 -20.0132 -4.9972
32 O 24.4154 -19.2328 -3.8072
33 H 23.5118 -19.4314 -5.6100
34 H 25.1033 -20.2569 -5.5570
35 H 23.9836 -21.0291 -4.6669
36 H 25.0852 -19.6677 -3.2744
37 C 26.9448 -15.6927 -11.6052
38 C 26.8227 -16.2175 -10.2213
39 C 27.9085 -15.7140 -9.2569
40 O 29.2048 -15.7801 -9.8235
41 C 30.2677 -15.3637 -9.0220
42 N 25.4887 -15.8286 -9.7144
43 H 27.9826 -15.8896 -11.8739
44 H 26.6390 -14.6505 -11.6962
45 H 26.2874 -16.2361 -12.2839
46 H 26.8693 -17.2973 -10.0799
47 H 27.8197 -16.4107 -8.4233
48 H 27.6014 -14.7350 -8.8889
49 H 30.1641 -15.5124 -7.9472
50 H 30.3025 -14.2828 -8.8858
51 H 31.2255 -15.7154 -9.4054
52 H 25.2147 -16.0712 -8.7730
53 H 25.3026 -14.8375 -9.6580
54 C 21.4710 -14.0991 -8.4683
55 C 20.7243 -15.0501 -9.3549
56 C 21.6382 -16.2611 -9.7824
57 O 20.9051 -17.3143 -10.4641
58 C 21.8225 -18.0436 -11.3046
59 N 19.6811 -15.5482 -8.5584
60 H 22.3075 -13.7698 -9.0848
61 H 21.7224 -14.6085 -7.5380
62 H 20.7691 -13.3237 -8.1613
63 H 20.3103 -14.6286 -10.2709
64 H 22.0712 -16.7446 -8.9067
65 H 22.4359 -15.7354 -10.3072
66 H 22.4726 -17.3644 -11.8560
67 H 21.4618 -18.7001 -12.0965
68 H 22.6018 -18.5850 -10.7683
69 H 19.4561 -14.9086 -7.8100
70 H 20.1588 -16.2734 -8.0426
71 C 19.5279 -18.8271 -4.3030
72 C 20.2476 -18.9948 -5.6769
73 C 20.4118 -20.4720 -5.9400
74 O 21.0721 -21.0419 -4.7884
75 C 21.5327 -22.3578 -5.2906
76 N 19.2310 -18.5473 -6.5802
77 H 18.7524 -19.5712 -4.1213
78 H 19.2080 -17.8085 -4.0834
79 H 20.1621 -19.0135 -3.4364
80 H 21.1714 -18.4194 -5.7358
81 H 21.0511 -20.5211 -6.8215
82 H 19.5454 -21.1130 -6.1026
83 H 20.6424 -22.8887 -5.6277
84 H 21.8488 -22.9848 -4.4568
85 H 22.3521 -22.4246 -6.0064
86 H 18.3379 -18.9917 -6.4221
87 H 19.1808 -17.5651 -6.3503
88 C 20.4568 -17.1548 -1.6093
89 C 21.4663 -16.9252 -2.8283
90 C 21.7221 -15.4342 -3.2980
91 O 22.4729 -15.4383 -4.4332
92 C 21.7691 -15.3589 -5.7027
93 N 22.6697 -17.5532 -2.4332
94 H 20.6000 -16.5011 -0.7489
95 H 20.3765 -18.1822 -1.2542
96 H 19.4568 -16.9605 -1.9970
97 H 21.1100 -17.4830 -3.6943
98 H 22.2852 -14.9521 -2.4989
99 H 20.7734 -14.9103 -3.4149
100 H 20.8731 -15.9793 -5.7175
101 H 22.2598 -15.5680 -6.6533
102 H 21.4867 -14.3156 -5.8437
103 H 22.9233 -17.2611 -1.5002
104 H 22.4706 -18.5412 -2.3673

Forces on atoms 1 to 3 (eV/Å):
N 2.371 -2.141 -0.557
H 0.954 1.285 3.726
H 0.756 0.200 0.037

No. 4
Below is a structure of composition C20H65BrN19O11Pb at a distorted geometry, with properties calculated with wB97M-V/def2-TZVPD.

The calculation puts the LUMO energy at -3.2 eV. As for the net charge: +1. The HOMO-LUMO gap is 6.912 eV.

CARTESIAN COORDINATES (ANGSTROEM)
1 Pb 1.7618 -2.5870 -3.5213
2 Br 0.2333 -0.7291 -1.6266
3 C 3.9116 -2.8926 -0.8581
4 O 3.1791 -3.3761 -1.6853
5 N 3.6705 -1.7653 -0.2772
6 N 5.0643 -3.4915 -0.5042
7 H 2.7513 -1.3528 -0.3482
8 H 4.4532 -1.4729 0.2903
9 H 5.2010 -4.4300 -0.8514
10 H 5.5720 -2.9992 0.2169
11 C -3.7914 1.5124 -2.6937
12 O -4.7384 2.1791 -2.7380
13 N -2.7340 1.7029 -1.9069
14 N -3.3783 0.6446 -3.5199
15 H -2.7724 2.5362 -1.3374
16 H -1.9923 1.0382 -1.7391
17 H -3.9457 0.4737 -4.3378
18 H -2.4491 0.3527 -3.2525
19 C 4.4581 0.4133 -3.4477
20 O 4.0075 -0.7194 -3.2751
21 N 4.6772 1.2211 -2.4599
22 N 4.4368 1.0872 -4.4999
23 H 4.9390 2.1806 -2.6360
24 H 4.6748 0.6820 -1.6058
25 H 4.3164 0.6935 -5.4222
26 H 4.4631 2.0968 -4.4975
27 C 0.9571 3.2968 -2.7611
28 O 1.3435 4.4398 -3.0649
29 N 1.5061 2.2866 -3.3429
30 N 0.1209 3.0046 -1.7574
31 H 2.2123 2.4208 -4.0523
32 H 1.4500 1.4051 -2.8530
33 H -0.3685 2.1237 -1.8246
34 H -0.1827 3.7884 -1.1974
35 C 1.2685 -0.0632 -6.0594
36 O 1.0359 -0.7545 -5.1128
37 N 2.1875 -0.4262 -6.8373
38 N 0.6478 1.0259 -6.3755
39 H 2.2564 0.0090 -7.7462
40 H 2.3317 -1.3848 -6.5538
41 H -0.1706 1.2626 -5.8331
42 H 0.9901 1.6005 -7.1323
43 C -1.1446 -4.7829 -3.0247
44 O -0.3750 -3.8788 -3.1578
45 N -2.4363 -4.7756 -3.3329
46 N -0.8005 -5.9153 -2.5935
47 H -2.8025 -4.1090 -3.9975
48 H -2.8826 -5.6816 -3.3340
49 H -1.5865 -6.5477 -2.5462
50 H 0.1618 -6.1688 -2.4210
51 C 5.6423 0.9782 0.7186
52 O 5.7131 -0.1490 1.2151
53 N 4.6183 1.7314 0.5278
54 N 6.7718 1.5663 0.4049
55 H 4.7482 2.5967 0.0233
56 H 3.7082 1.4520 0.8651
57 H 6.9073 2.4422 -0.0794
58 H 7.5856 1.0167 0.6410
59 C -1.2396 -4.2385 1.2587
60 O -0.1500 -4.3549 1.7850
61 N -1.7659 -3.2206 0.5409
62 N -2.1125 -5.2032 1.3494
63 H -1.1335 -2.4684 0.3079
64 H -2.5366 -3.3700 -0.0946
65 H -1.8496 -6.0383 1.8531
66 H -3.0419 -5.2097 0.9541
67 C 1.6435 -0.4532 4.0935
68 C 1.2388 -1.7554 4.7358
69 C -0.2395 -1.8849 5.0811
70 O -0.8008 -0.7582 5.7617
71 C -2.0341 -1.0592 6.3405
72 N 1.6008 -2.9207 3.9120
73 H 1.1573 -0.2623 3.1368
74 H 2.7219 -0.3108 4.1633
75 H 1.2888 0.4231 4.6360
76 H 1.9390 -1.7007 5.5693
77 H -0.2801 -2.7814 5.6997
78 H -0.7869 -2.1366 4.1728
79 H -2.7570 -1.2705 5.5526
80 H -2.2682 -0.1349 6.8687
81 H -1.9195 -1.8491 7.0828
82 H 1.2143 -2.9620 2.9797
83 H 1.1249 -3.7185 4.3084
84 C -0.8312 2.6532 2.7640
85 C 0.0054 3.8718 2.4576
86 C 1.2049 3.4442 1.6105
87 O 2.2737 2.6983 2.2168
88 C 2.6650 3.1306 3.4699
89 N -0.8565 4.7710 1.7255
90 H -0.2712 2.0366 3.4671
91 H -0.7760 2.0091 1.8864
92 H -1.8462 2.7636 3.1458
93 H 0.1387 4.4970 3.3405
94 H 1.5154 4.4285 1.2599
95 H 0.8926 2.9284 0.7025
96 H 3.6962 2.9017 3.7389
97 H 2.1325 2.4875 4.1706
98 H 2.6072 4.2153 3.5598
99 H -1.4700 4.3766 1.0268
100 H -1.5041 5.2655 2.3224
101 C -7.4194 1.9710 0.1166
102 C -6.3955 0.9835 0.6492
103 C -5.0149 1.6032 1.0987
104 O -4.1730 0.9304 2.0037
105 C -3.4737 -0.2152 1.4740
106 N -6.9625 0.2118 1.6528
107 H -7.7155 2.6519 0.9146
108 H -8.3301 1.4198 -0.1176
109 H -7.0400 2.5307 -0.7384
110 H -5.9956 0.2895 -0.0901
111 H -5.2210 2.6012 1.4855
112 H -4.4346 1.9188 0.2316
113 H -2.6468 -0.0873 0.7754
114 H -4.1476 -0.9197 0.9866
115 H -3.2185 -0.7517 2.3879
116 H -7.5798 -0.4989 1.2868
117 H -6.2052 -0.2871 2.0975

Forces on atoms 1 to 3 (eV/Å):
Pb -0.151 0.909 1.395
Br 0.537 -0.517 -0.541
C 1.840 -0.307 0.780